1.
DFT (wB97M-V/def2-TZVPD) results for one molecule with the formula C5H8O2 in a non-equilibrium geometry.

Element x y z (Å)
H -2.82273 -0.28935 -0.19225
H -0.46730 -0.64950 1.39298
H 2.73375 -0.40348 -0.62033
H -1.13015 -1.93661 -0.72878
H -0.14386 1.90152 0.96929
H 0.04323 1.75899 -0.80781
C 0.35320 -1.00840 0.62099
O 2.03108 0.24502 -0.76268
H 1.80556 0.53080 1.27361
C 0.01118 1.21164 0.13562
H 0.00676 -0.78554 -1.57781
O -2.30683 0.26019 0.41786
C -0.98666 0.08185 0.09568
C 1.20735 0.27433 0.39079
C -0.48897 -1.06150 -0.65330

Summary:
LUMO level in eV: 0.69
HOMO energy in hartree: -0.2869
2S+1: 1
SMILES string: O[C@H]1C[C@@]2(O)C[C@@H]12
ΔE to the lowest compared entry with this formula, charge and spin in eV: 4.219
Total charge: 0



2.
DFT (wB97M-V/def2-TZVPD) results for one molecule with the formula C20H20ClN3O2S in a non-equilibrium geometry.

Element x y z (Å)
C -0.36644 -2.99529 0.45751
C 3.37139 -0.53460 0.90331
C -1.24990 2.69456 -0.04178
H -1.77465 -4.18003 -0.70048
H -1.21006 -3.02313 -2.83945
H 0.32756 -1.17284 -2.87753
C 3.98106 0.27044 -1.36219
S 0.70369 -2.13472 3.26982
C 0.76461 -1.22046 -0.72790
H -0.62322 -3.52081 1.36997
C 5.66276 -0.32306 0.25060
N -2.37235 1.86387 0.47248
C 4.72086 -0.62573 1.21199
H -3.64703 1.58976 -1.14890
Cl 6.57198 0.37763 -2.12805
C 3.00310 -0.07490 -0.38402
H -0.15107 3.31764 -1.76318
C -0.73755 -2.73035 -1.90325
H -1.05373 0.35204 1.22108
H -0.37326 2.53072 0.57818
H -5.79139 1.33944 0.20385
C 0.56339 -1.91868 0.49800
H 5.03085 -0.94241 2.20488
C 1.59496 0.00740 -0.78367
H 6.69864 -0.48837 0.48510
C 1.24898 -1.53764 1.78961
C -0.84059 2.49425 -1.52039
O -4.42456 0.00007 1.05367
C -3.72478 2.03693 -0.14403
H -2.94569 -1.14935 2.01638
N 2.46513 -0.87902 1.90051
H 2.84164 -0.81525 2.86203
H -1.52709 3.75536 0.08122
H -1.69203 2.61107 -2.18516
C -4.78691 1.33930 0.67552
N 1.12589 1.13363 -1.34269
C 5.32538 0.07805 -1.02234
H -3.96160 3.07799 -0.24925
C -1.02660 -3.39763 -0.71743
O -0.22545 1.22097 -1.79467
C 0.14231 -1.64426 -1.93918
H -4.92264 1.91261 1.58108
H -2.05063 -0.12135 -0.19305
H -3.18398 0.48350 2.60047
C -2.03974 0.43009 0.75415
C -3.12461 -0.12706 1.68906
H 3.68336 0.63956 -2.36190

Summary:
LUMO level in eV: -0.63
HOMO energy in hartree: -0.2975
2S+1: 1
SMILES string: S=c1[nH]c2ccc(Cl)cc2/c(=N/OCCN2CCOCC2)c2ccccc12
ΔE to the lowest compared entry with this formula, charge and spin in eV: 3.188
Total charge: 0



3.
DFT (wB97M-V/def2-TZVPD) results for one molecule with the formula C23H27N3O5S in a non-equilibrium geometry.

Element x y z (Å)
C 1.16517 -3.37637 1.26847
C 1.68400 1.66449 -1.41954
S 4.77463 1.67642 0.24305
C 3.11088 -2.47308 -0.50205
H 1.72122 0.65088 1.18531
H -2.91440 -0.16463 -2.09701
H 3.05620 2.51627 2.09345
C -0.29712 0.55700 -0.43572
H 3.77963 -2.22266 -2.52404
C 4.31825 -0.55387 -1.29174
H 4.79840 0.01160 -2.07418
C 2.79611 2.69706 -1.21714
H -5.19112 0.00551 -1.65108
H -7.41910 -0.75145 -1.75572
H 1.20200 1.83522 -2.38445
C -6.07222 0.43807 0.26588
C 3.10762 -1.95077 0.79897
H 2.18203 -2.13410 2.72067
C -7.72093 0.25325 -1.44287
C 3.75241 -1.79283 -1.53368
H -2.10425 -1.10803 -0.82318
H 3.10328 -3.55168 2.20473
H -6.63795 0.86693 2.27494
H 0.63257 -3.99199 1.99223
H 0.61099 1.84720 1.86647
C 0.64433 1.74982 -0.29292
H 0.50098 -2.57463 0.92984
C 2.47519 2.67933 1.18564
H 2.06360 3.69599 1.21189
H 2.63421 -4.13830 -1.62528
C 4.26204 -0.01874 -0.01968
H -2.44903 0.30132 1.59381
N 2.47631 -3.68049 -0.73648
H -4.31862 0.78592 3.13636
C 1.33684 1.66457 1.07123
C -4.51274 0.61616 2.08815
O 5.64636 2.05541 -0.82991
C 1.49143 -4.21156 0.05476
C -3.46280 0.34860 1.22546
C -3.71348 0.13108 -0.12114
C -2.56653 -0.14438 -1.05929
N 3.40192 2.60676 0.08542
C -5.01584 0.17945 -0.60050
O 0.05286 -0.57661 -0.16540
H -1.78289 1.80864 -1.07083
O -7.38042 0.50080 -0.10042
H 3.72499 -0.29257 2.01911
H -7.27518 0.99399 -2.11495
C 3.69477 -0.72093 1.02886
O 0.93924 -5.24307 -0.24969
H -8.80565 0.33354 -1.49072
C 2.42889 -2.75943 1.86268
H 2.38638 3.70816 -1.33188
H 2.10602 0.65875 -1.42186
N -1.51924 0.84777 -0.92010
H 3.59558 2.56151 -1.94577
H 0.09175 2.69180 -0.37331
O 5.21839 1.83029 1.59716
C -5.80800 0.66263 1.61793

Summary:
LUMO level in eV: 0.46
HOMO energy in hartree: -0.3177
2S+1: 1
SMILES string: COc1cccc(CNC(=O)C2CCN(S(=O)(=O)c3ccc4c(c3)CCC(=O)N4)CC2)c1
ΔE to the lowest compared entry with this formula, charge and spin in eV: 1.588
Total charge: 0



4.
DFT (wB97M-V/def2-TZVPD) results for C21H17Co2NO8 as an isolated structure in a non-equilibrium geometry.

Element x y z (Å)
C 1.73032 -1.37616 1.04957
O 0.37891 3.10370 -5.78610
C -1.88277 2.95656 -2.98871
H 3.85570 -6.65532 1.89909
C -1.61884 -3.74119 1.02251
C -2.71932 -4.60273 1.00678
H 3.35342 -4.56671 2.98174
O -3.15252 4.38575 -0.29738
C 3.50157 -4.55704 1.89292
N 0.55123 -1.91941 1.04471
C 0.03570 5.85603 0.46640
H -0.85314 -0.39143 1.27401
H 1.72155 4.89023 -1.84339
C 2.85615 -2.34309 1.38899
C -1.19258 5.50780 -3.47597
C -0.65363 -1.46912 1.16698
Co -0.39313 3.91662 -3.03901
O 2.52918 -3.64152 1.29976
C 0.98514 1.84766 -1.27966
O -1.77311 6.26338 -4.13512
H -0.60364 -4.11619 0.90702
C -1.04358 7.39062 -1.28492
C 3.28401 -5.93100 1.31611
Co -0.65870 5.65063 -1.15897
C 0.12163 3.44925 -4.71376
O -1.31587 8.50851 -1.37431
H 1.91711 1.83581 -0.70276
H -2.56692 -5.67433 0.85394
O 0.49318 5.88828 1.52781
O -2.83553 2.33074 -2.84566
C -2.16871 4.89336 -0.64159
C 0.54288 3.01444 -1.80820
H 3.13035 0.13494 1.25685
H -4.86834 -4.75893 1.17024
H -3.23767 -0.78637 1.51561
C -4.20108 -2.71044 1.37275
H 2.23642 -6.24263 1.33105
H 1.65514 0.39482 2.20003
H 0.47464 0.90796 -1.51405
C -4.01224 -4.08627 1.18273
C -3.10676 -1.85538 1.37177
H 4.51308 -4.20037 1.67581
C -1.79702 -2.35483 1.19471
H -5.20960 -2.31907 1.51476
O 3.92724 -1.91487 1.78115
C 2.04544 0.03500 1.24075
C 0.75809 4.38307 -1.77505
H 1.61425 0.66338 0.46970
H 3.65238 -5.99411 0.28835

Summary:
LUMO level in eV: -4.10
HOMO energy in hartree: -0.2451
2S+1: 1
Total charge: 0



5.
DFT (wB97M-V/def2-TZVPD) results for CH11N2Ti as an isolated structure in a non-equilibrium geometry.

Element x y z (Å)
H 0.86862 -2.61286 -2.25729
H 0.87630 1.28042 2.11060
H -2.23997 -0.06678 0.11503
N 1.18434 2.10688 1.53586
H 0.15386 -1.50260 -1.21686
N -1.57013 0.66191 0.41378
Ti 0.36467 1.62969 -0.36495
C -0.05635 -2.50846 -1.66655
H 2.19289 1.88744 1.38649
H 1.10008 2.99745 2.05019
H 1.40403 0.45489 -0.72740
H -0.76682 -2.50197 -2.50216
H -1.13710 0.17286 1.23145
H -2.22442 1.31169 0.83038
H -0.14999 -3.31056 -0.93857

Summary:
LUMO level (alpha / beta) in eV: 3.10 / 3.16
HOMO energy (alpha / beta) in hartree: -0.0062 / 0.0047
2S+1: 3
⟨S²⟩: 2.39
ΔE to the lowest compared entry with this formula, charge and spin in eV: 0.660
Total charge: -1